(1)
{
  "formula": "CH3FN2",
  "method": "ωB97M-V with the def2-TZVPD basis set",
  "elements": ["C", "N", "N", "F", "H", "H", "H"],
  "xyz": [[0.15409, 0.53847, -0.08056], [-0.50823, -0.44240, 0.91411], [0.42219, -0.73930, -0.66578], [-0.49075, -0.98101, -1.71235], [-0.73936, 1.22696, -0.43772], [0.95442, 1.14239, 0.42125], [0.20765, -0.74511, 1.56104]],
  "gap_ha": 0.39800,
  "mol_weight_g_mol": 62.05,
  "e_above_lowest_kj_mol": 456.8
}

(2)
{
  "formula": "C24H44IO13PS2",
  "method": "ωB97M-V with the def2-TZVPD basis set",
  "elements": ["C", "S", "O", "O", "C", "P", "O", "O", "S", "O", "O", "O", "C", "C", "C", "O", "I", "C", "C", "C", "O", "H", "H", "H", "H", "H", "H", "H", "H", "H", "H", "H", "H", "C", "C", "C", "O", "C", "H", "H", "H", "H", "H", "H", "H", "H", "C", "C", "C", "O", "C", "H", "H", "H", "H", "H", "H", "H", "H", "C", "C", "C", "O", "C", "H", "H", "H", "H", "H", "H", "H", "H", "C", "C", "C", "O", "C", "H", "H", "H", "H", "H", "H", "H", "H"],
  "xyz": [[2.52415, 0.32600, -2.11201], [2.61805, -1.00064, -0.83519], [4.05330, -0.99327, -0.31906], [1.75063, -0.58638, 0.31616], [2.31699, -2.74107, -1.46747], [3.39082, -2.75928, -3.07543], [4.36344, -3.97331, -3.07117], [2.87464, -3.52759, -0.36145], [1.66173, -3.79675, 0.81096], [1.82824, -2.98372, 2.06353], [1.47157, -5.19497, 1.30666], [0.38588, -3.19679, -0.14314], [0.81765, -3.30986, -1.55028], [0.54801, -4.86883, -1.84670], [1.80767, -5.70181, -2.39765], [1.97874, -5.66642, -3.64839], [3.16663, -6.89520, -1.17783], [0.02365, -2.47020, -2.65661], [-1.35606, -1.77662, -1.91021], [-1.02902, -0.34752, -1.07985], [-1.81768, -0.47577, -2.49261], [1.60806, 0.29981, -2.78688], [2.45716, 1.33416, -1.52816], [3.48957, 0.41374, -2.73606], [4.21646, -1.60067, -3.19318], [2.41315, -2.87415, -4.14332], [-0.27612, -5.00971, -2.64140], [0.15929, -5.45435, -0.93101], [0.58609, -1.58678, -3.09638], [-0.38536, -3.07838, -3.52596], [-2.15500, -2.52679, -1.43069], [-1.67080, 0.59173, -0.99579], [-1.59180, -0.84560, -0.17462], [-5.04720, 3.13753, -0.03135], [-5.69398, 1.87076, 0.48252], [-4.86624, 0.79646, -0.19459], [-3.54633, 1.33418, -0.36425], [-3.58462, 2.74279, -0.09254], [-5.22645, 4.00979, 0.59964], [-5.41674, 3.36083, -1.03777], [-5.57235, 1.80681, 1.56878], [-6.75692, 1.79660, 0.25399], [-5.26054, 0.55727, -1.18784], [-4.81504, -0.12462, 0.39081], [-3.08737, 2.91202, 0.86869], [-3.03603, 3.28202, -0.86817], [4.27920, 5.25282, 0.00836], [4.97003, 4.22466, 0.87663], [4.08246, 3.00948, 0.69438], [3.52290, 3.09823, -0.62530], [3.78638, 4.40769, -1.14962], [4.92999, 6.06970, -0.30788], [3.42790, 5.68184, 0.54699], [5.97066, 4.01906, 0.48254], [5.06984, 4.52609, 1.92048], [3.25413, 3.01080, 1.41020], [4.63047, 2.07046, 0.79818], [4.55464, 4.31002, -1.92449], [2.87951, 4.80979, -1.60694], [-9.81040, 4.98648, 1.62608], [-8.84499, 4.98132, 2.79042], [-8.39583, 3.53364, 2.82104], [-8.44878, 3.05365, 1.47038], [-9.15400, 4.01158, 0.66863], [-9.96571, 5.97388, 1.18825], [-10.78211, 4.59768, 1.94773], [-7.99298, 5.63238, 2.56857], [-9.28905, 5.30960, 3.73156], [-9.07461, 2.91928, 3.42194], [-7.38230, 3.41721, 3.21236], [-8.42199, 4.51646, 0.02836], [-9.87696, 3.49678, 0.03209], [6.95620, -3.87779, 2.68881], [5.89705, -3.35820, 1.74107], [5.73603, -4.52083, 0.78214], [6.01712, -5.71546, 1.52627], [6.60078, -5.34908, 2.78321], [6.96114, -3.37799, 3.65909], [7.94747, -3.76084, 2.23797], [4.96187, -3.19026, 2.28569], [6.17162, -2.42833, 1.24086], [6.45673, -4.46097, -0.04046], [4.73171, -4.57922, 0.36063], [5.85361, -5.52733, 3.56442], [7.47033, -5.97974, 2.98260]],
  "gap_ha": 0.29759,
  "mol_weight_g_mol": 762.62,
  "smiles": "CS(=O)(=O)[C@@]1([PH2]=O)OS(=O)(=O)O[C@@]1(CC(=O)I)C[C@H]1CO1.C1CCOC1.C1CCOC1.C1CCOC1.C1CCOC1"
}

(3)
{
  "formula": "C17H9Br2KN4O6",
  "method": "ωB97M-V with the def2-TZVPD basis set",
  "elements": ["K", "Br", "C", "C", "C", "N", "C", "C", "C", "C", "C", "Br", "C", "C", "N", "H", "H", "H", "H", "H", "H", "O", "C", "O", "C", "C", "C", "C", "C", "C", "N", "O", "O", "N", "O", "O", "H", "H", "H"],
  "xyz": [[0.34313, -0.21669, -0.70386], [6.77917, -1.31881, -4.65617], [5.18141, -1.04128, -3.69514], [4.35710, 0.02487, -3.99578], [3.20320, 0.16006, -3.24272], [2.84363, -0.65960, -2.26408], [3.64290, -1.69157, -1.97344], [4.82849, -1.90884, -2.67709], [3.24262, -2.60961, -0.86314], [4.01402, -3.73140, -0.55721], [3.62460, -4.55231, 0.48524], [4.65382, -6.07245, 0.91613], [2.48362, -4.25211, 1.20208], [1.77792, -3.12382, 0.82088], [2.13205, -2.32260, -0.17554], [4.59006, 0.73040, -4.77905], [2.53017, 0.98538, -3.44630], [5.48569, -2.73132, -2.44932], [4.90514, -3.98581, -1.10628], [2.14557, -4.86560, 2.02368], [0.87278, -2.86148, 1.35790], [-1.70411, -0.09463, 0.87274], [-1.90168, 1.06020, 0.44699], [-1.27083, 1.67611, -0.44106], [-3.05729, 1.83563, 1.08920], [-3.82805, 1.26885, 2.09438], [-4.86067, 2.00244, 2.64647], [-5.16715, 3.28931, 2.23737], [-4.38144, 3.82017, 1.23460], [-3.33412, 3.12157, 0.65530], [-4.67057, 5.18484, 0.76252], [-5.54301, 5.80052, 1.34068], [-3.92120, 5.66282, -0.06272], [-5.67588, 1.40125, 3.71381], [-5.41250, 0.26683, 4.05311], [-6.58841, 2.06405, 4.16390], [-3.60229, 0.26420, 2.42162], [-5.97704, 3.84928, 2.67625], [-2.74084, 3.57114, -0.12594]],
  "gap_ha": 0.30935,
  "mol_weight_g_mol": 564.19,
  "e_above_lowest_kj_mol": 6.0
}

(4)
{
  "formula": "C7H5ClN2O",
  "method": "ωB97M-V with the def2-TZVPD basis set",
  "elements": ["C", "C", "C", "C", "C", "C", "C", "N", "N", "O", "Cl", "H", "H", "H", "H", "H"],
  "xyz": [[1.17352, -0.53563, 1.48865], [0.88906, 0.75788, 1.80159], [0.13073, 1.14742, -0.29482], [0.72288, -1.14262, 0.26796], [0.22044, -0.18026, -0.83146], [0.74354, -2.46520, 0.21530], [-0.68865, -0.53843, -1.95502], [0.47665, 1.63418, 0.81538], [0.69976, -0.33123, -2.20436], [0.98268, -3.60396, 0.21744], [1.88525, -1.50149, -2.54048], [1.55370, -1.14667, 2.20269], [1.06204, 1.24662, 2.70234], [-0.20690, 2.05555, -0.92805], [-1.11292, -1.47988, -2.16280], [-1.33311, 0.16737, -2.34899]],
  "gap_ha": 0.29191,
  "mol_weight_g_mol": 168.58,
  "smiles": "O=C=C1C=CN=C[C@]12CN2Cl",
  "e_above_lowest_kj_mol": 242.0
}

(5)
{
  "formula": "C8H16B2KO5S",
  "method": "ωB97M-V with the def2-TZVPD basis set",
  "elements": ["K", "B", "H", "H", "H", "H", "B", "H", "H", "H", "H", "C", "C", "C", "O", "C", "C", "C", "O", "O", "O", "H", "H", "C", "S", "O", "C", "H", "H", "H", "H", "H", "H"],
  "xyz": [[1.16459, -0.31812, -0.68581], [0.76185, -1.97724, -2.48052], [0.46504, -2.35233, -1.51333], [-0.02137, -2.31783, -3.13991], [0.74908, -0.90487, -2.36176], [1.73016, -2.38630, -2.72402], [3.18579, 0.97525, -0.13782], [3.56519, -0.01981, 0.03584], [3.87332, 1.55937, 0.45408], [3.23604, 1.23430, -1.18406], [2.21280, 1.02640, 0.32577], [-2.87361, 2.44169, -0.91121], [-2.50104, 1.15196, -1.58492], [-0.98059, 0.72536, -1.25372], [-0.48657, -0.38182, -1.57043], [-0.16328, 1.59492, -0.51108], [-0.56487, 2.81790, -0.08240], [-2.00854, 3.23713, -0.27108], [-2.50778, 4.39486, 0.11801], [0.27030, 3.53916, 0.57783], [-3.23381, 0.44591, -2.26461], [-3.89625, 2.71267, -1.12841], [0.87148, 1.36176, -0.30783], [0.78022, -2.51644, 2.79156], [0.17029, -0.80943, 2.25815], [0.74860, -0.66150, 0.89658], [-1.57377, -1.36345, 2.02563], [0.88363, -3.20566, 1.95348], [0.37200, -3.09323, 3.62147], [1.80635, -2.47496, 3.15684], [-2.21935, -1.21813, 2.89177], [-1.71496, -2.40999, 1.75561], [-2.10083, -0.80743, 1.25029]],
  "gap_ha": 0.11960,
  "mol_weight_g_mol": 285.00,
  "e_above_lowest_kj_mol": 1511.9,
  "charge": -3
}

(6)
{
  "formula": "C22H29BCsF4IN5O4S",
  "method": "ωB97M-V with the def2-TZVPD basis set",
  "elements": ["Cs", "C", "C", "N", "C", "C", "C", "O", "C", "C", "N", "C", "C", "C", "C", "C", "C", "I", "C", "O", "H", "H", "H", "H", "H", "H", "H", "H", "H", "H", "H", "H", "C", "O", "C", "C", "O", "C", "H", "H", "H", "H", "H", "H", "H", "H", "H", "H", "F", "B", "F", "F", "F", "C", "C", "C", "N", "N", "C", "N", "S", "H", "H", "H", "H", "H", "H", "H"],
  "xyz": [[-0.66851, -1.16519, 0.68319], [-2.49751, -0.32245, -3.46882], [-1.05848, 0.00692, -3.19923], [-0.52124, 1.04575, -3.79438], [0.78430, 1.33467, -3.56181], [1.58102, 0.59205, -2.73266], [3.03570, 0.94473, -2.58794], [3.92682, -0.00480, -3.19240], [1.02854, -0.54080, -2.09333], [1.88291, -1.39385, -1.23513], [1.89892, -2.66714, -1.15396], [1.20023, -3.47841, -2.07214], [1.41888, -3.35680, -3.44342], [0.80705, -4.21747, -4.34145], [-0.03401, -5.22471, -3.88803], [-0.25572, -5.36486, -2.52353], [0.36352, -4.50369, -1.63120], [-0.03716, -4.68733, 0.40668], [-0.33996, -0.85289, -2.28171], [-0.94156, -1.78164, -1.64023], [-2.83134, 0.22151, -4.35210], [-3.13565, -0.04371, -2.62421], [-2.62736, -1.39742, -3.60203], [1.19471, 2.19109, -4.08689], [3.29293, 1.09046, -1.54127], [3.22132, 1.88082, -3.11164], [3.76042, -0.87694, -2.81384], [2.57208, -0.88581, -0.55921], [2.06492, -2.56212, -3.79948], [0.98844, -4.09650, -5.40274], [-0.51412, -5.89931, -4.58626], [-0.91398, -6.13892, -2.15211], [2.19590, -1.35953, 3.20196], [2.73734, -0.97140, 1.94907], [3.34408, 0.30274, 1.94937], [2.32660, 1.38855, 1.72207], [1.89754, 1.25285, 0.38527], [0.79982, 2.09342, 0.07467], [2.99386, -1.45830, 3.94693], [1.72058, -2.32747, 3.06391], [1.44411, -0.66079, 3.57429], [4.03739, 0.31738, 1.10526], [3.91665, 0.48199, 2.86776], [2.76477, 2.38137, 1.89436], [1.47620, 1.27602, 2.40673], [1.06890, 3.15047, 0.19501], [-0.05526, 1.88460, 0.71459], [0.52304, 1.90904, -0.96408], [-0.20700, -2.54004, 4.74766], [-1.15257, -1.56803, 4.41736], [-2.31590, -1.71357, 5.20330], [-0.62894, -0.27356, 4.54592], [-1.53217, -1.74375, 3.02490], [-3.43964, 5.63551, 1.26581], [-2.46453, 5.04558, 2.28748], [-2.65289, 3.56902, 2.48257], [-2.12711, 2.67965, 1.71767], [-2.45593, 1.37764, 2.07273], [-3.25807, 1.34014, 3.09079], [-3.76326, 0.17218, 3.59136], [-3.64254, 2.89687, 3.73739], [-3.26696, 6.70526, 1.13659], [-4.47544, 5.49314, 1.58137], [-3.31652, 5.14688, 0.29899], [-2.56868, 5.55567, 3.24692], [-1.43641, 5.19620, 1.95649], [-3.21876, -0.63344, 3.30305], [-3.91432, 0.15248, 4.58778]],
  "gap_ha": 0.25306,
  "mol_weight_g_mol": 806.19,
  "e_above_lowest_kj_mol": 104.1,
  "charge": -1
}